The following is a DFT calculation (ωB97M-V/def2-TZVPD) of the molecule C2H2Cl3O at a distorted geometry.

Geometry as XYZ:
```
8
Properties=species:S:1:pos:R:3:forces:R:3:mulliken_spin:R:1
C -0.486572 0.148782 -0.097778 -1.8 -1.5 -2.9 -0.028
C 0.661164 0.643598 0.547914 1.0 2.8 2.7 0.724
Cl 2.155122 0.151814 0.026157 0.9 0.2 0.0 0.113
Cl 0.581908 1.808019 1.951279 0.0 -1.5 -2.0 0.037
Cl -1.916410 -0.069995 0.841746 -1.0 0.5 1.1 0.024
H -0.775887 0.102340 -1.135217 -1.2 4.7 -1.2 0.088
O -0.154434 -1.116024 -0.577857 2.9 -9.0 -1.7 0.050
H -0.064890 -1.668533 -1.556246 -0.8 3.8 3.8 -0.008
```
Positions in Å, forces in eV/Å.

frontier orbital gap (spin up / spin down): 8.4 / 9.4 eV
expectation value of S²: 0.757
net charge: 0
highest occupied orbital energy (spin up / spin down): -8.2 / -10.2 eV
spin multiplicity: 2